The following is a quantum chemistry calculation of C8H14ClNO3S as an isolated structure in a non-equilibrium geometry, from the OMol25 dataset.

```
28
C8H14ClNO3S, DFT wB97M-V/def2-TZVPD
C -1.447 -0.635 -0.406
C 4.676 1.336 -0.956
C 3.354 1.896 -0.462
C 3.792 0.484 -0.470
C 3.286 2.615 0.928
C -3.356 0.625 0.292
C -3.683 -1.743 -0.315
C -2.870 -0.442 -0.571
N -0.935 -1.299 0.694
O -0.615 -0.285 -1.232
O 0.907 -2.578 -0.348
O 1.148 -1.748 1.906
S 0.814 -1.277 0.595
Cl 3.357 -1.128 -0.319
H 0.327 -2.533 -1.107
H 5.626 1.628 -1.395
H 2.551 2.345 -1.130
H 2.787 1.856 1.618
H 2.577 3.482 0.685
H 4.304 2.881 1.305
H -4.401 0.766 0.209
H -2.886 1.617 0.208
H -3.283 0.346 1.396
H -4.473 -1.751 -1.085
H -2.934 -2.562 -0.608
H -4.070 -2.112 0.796
H -2.964 -0.186 -1.693
H -1.586 -1.601 1.465
```

Output
ΔE to the lowest compared entry with this formula, charge and spin, kcal per mole: 77.9
LUMO, eV: 0.60

=====

The following is a quantum chemistry calculation of C14H36F3NaO12 as an isolated structure in a non-equilibrium geometry, from the OMol25 dataset.

```
66
C14H36F3NaO12, DFT wB97M-V/def2-TZVPD
Na -0.322 0.788 0.543
C -1.900 -1.156 2.754
O -2.393 -1.196 1.403
O -1.057 -0.023 2.830
C -3.136 -1.325 3.827
F -4.145 -2.041 3.364
F -2.645 -1.850 4.999
F -3.705 -0.110 4.053
C -2.581 -2.490 0.796
C -3.434 -2.150 -0.399
H -3.001 -1.430 -1.093
H -3.729 -3.063 -0.916
H -4.389 -1.721 -0.097
H -3.191 -3.171 1.390
H -1.645 -2.986 0.535
H -1.311 -2.061 2.903
C 1.637 1.688 -2.993
C 1.914 3.194 -3.257
O 2.995 3.606 -2.444
O 0.947 1.480 -1.788
H 2.607 1.194 -3.064
H 1.114 1.190 -3.809
H 1.041 3.807 -3.034
H 2.116 3.346 -4.318
H 2.717 4.240 -1.779
H 1.513 1.021 -1.163
C 1.073 -1.834 -1.333
C 1.289 -3.408 -1.079
O 0.882 -3.743 0.250
O -0.056 -1.451 -0.703
H 1.149 -1.493 -2.366
H 1.848 -1.282 -0.802
H 2.327 -3.734 -1.159
H 0.614 -3.950 -1.741
H 1.274 -4.590 0.473
H -0.211 -2.078 0.007
C 2.280 1.862 1.417
C 1.791 3.215 0.988
O 0.347 3.304 0.709
O 2.164 0.808 0.486
H 1.804 1.554 2.348
H 3.342 1.982 1.629
H 2.277 3.649 0.114
H 2.053 3.853 1.833
H 0.088 4.200 0.482
H 2.783 0.165 0.839
C 1.800 -1.607 2.643
C 3.137 -2.281 2.221
O 3.565 -1.563 1.081
O 1.909 -0.597 3.673
H 1.324 -2.406 3.211
H 1.165 -1.288 1.817
H 3.075 -3.362 2.095
H 3.925 -2.055 2.939
H 4.463 -1.275 1.257
H 1.110 -0.067 3.622
C -2.778 2.583 -1.844
C -3.695 2.047 -2.994
O -3.025 1.860 -4.200
O -1.990 1.574 -1.330
H -3.349 3.029 -1.029
H -2.074 3.355 -2.155
H -4.472 2.781 -3.208
H -4.167 1.091 -2.770
H -3.574 1.192 -4.618
H -1.486 1.179 -2.045
```

Output
Expectation value of S²: 0.755
Spin multiplicity: 2
LUMO (spin up / spin down), eV: -2.12 / -6.34
Charge: +1